(1)
Here is a gas-phase ion, C4H9NOS2 (charge +1) from the Open Molecules 2025 dataset. Energies are from ωB97M-V with the def2-TZVPD basis set.

Values from the calculation:
- DFT total energy (eV) = -29491.9427
- energy relative to the best compared isomer or geometry (same formula, charge and spin) (eV) = 1.400
- total charge = +1
- highest occupied orbital energy (spin up / spin down) (eV) = -14.2 / -14.1
- strongest force on any atom (eV/Å) = 5.7
- <S²> = 0.756
- gap between HOMO and LUMO (spin up / spin down) (eV) = 9.38 / 6.27
- multiplicity = 2

Each line ends with the Mulliken spin population.
Geometry (Å):
S: -0.58 -2.22 0.72  0.539
S: -1.30 -0.39 1.03  0.371
C: -1.02 1.19 0.02  0.024
C: 0.49 1.35 0.11  0.027
C: 0.73 2.90 0.18  -0.002
N: 1.23 0.98 -1.15  -0.001
C: 1.37 -0.18 -1.69  -0.003
O: 0.87 -1.20 -1.22  0.027
H: 0.80 -2.28 0.81  0.005
H: -1.57 2.01 0.48  -0.002
H: -1.30 0.97 -1.04  0.020
H: 1.13 0.88 0.81  -0.010
H: 0.67 3.23 1.28  0.000
H: 1.69 3.18 -0.23  0.000
H: -0.19 3.35 -0.06  0.001
H: 1.64 1.86 -1.66  0.000
H: 2.19 -0.18 -2.40  0.001


(2)
Here is a single C3H4N2O molecule from the Open Molecules 2025 dataset. Energies are from ωB97M-V with the def2-TZVPD basis set.

Values from the calculation:
- DFT total energy (eV) = -8200.6674
- energy relative to the best compared isomer or geometry (same formula, charge and spin) (eV) = 3.218
- highest occupied orbital energy (eV) = -10.5
- strongest force on any atom (eV/Å) = 6.8
- gap between HOMO and LUMO (eV) = 11.30
- multiplicity = 1

Each line ends with the natural charge from an NBO analysis.
Geometry (Å):
C: -1.06 1.12 0.73  -0.666
C: -0.02 0.28 -0.06  0.321
C: 1.06 -1.39 -0.95  0.379
H: -1.97 1.07 0.03  0.235
H: -0.99 2.23 0.86  0.253
H: -1.22 0.56 1.62  0.246
H: 1.33 -2.12 -1.80  0.211
N: 0.03 -0.64 -1.19  -0.526
N: 1.08 -0.06 0.76  -0.170
O: 1.77 -1.05 -0.01  -0.283


(3)
Here is 2 unconnected molecules or ions with the total composition C3H5BrF2 from the Open Molecules 2025 dataset. Energies are from ωB97M-V with the def2-TZVPD basis set.

Values from the calculation:
- DFT total energy (eV) = -78665.7025
- energy relative to the best compared isomer or geometry (same formula, charge and spin) (eV) = 3.665
- highest occupied orbital energy (spin up / spin down) (eV) = -8.3 / -8.4
- strongest force on any atom (eV/Å) = 3.8
- gap between HOMO and LUMO (spin up / spin down) (eV) = 9.03 / 8.58
- multiplicity = 1

Each line ends with the natural charge from an NBO analysis.
Geometry (Å):
C: -0.07 0.91 -0.35  -0.672
C: -0.85 -0.34 -0.65  -0.295
C: 0.72 -2.20 0.26  0.597
F: 1.48 -1.68 1.20  -0.321
F: 1.39 -2.49 -0.83  -0.325
Br: -2.44 -0.70 0.23  0.032
H: 0.27 0.88 0.62  0.216
H: -0.64 1.75 -0.40  0.214
H: 0.71 0.85 -1.11  0.224
H: -1.07 -0.44 -1.70  0.180
H: -0.13 -2.94 0.60  0.152